Entry 1:
DFT (ωB97M-V with the def2-TZVPD basis set) results for a molecular structure, C40H44F9N5O5PS2Y at a distorted geometry.

Computed properties:
ΔE to the lowest compared entry with this formula, charge and spin: 0.000 eV
HOMO: -12.9 eV
Kohn-Sham gap: 8.66 eV
charge: +2
molar mass: 1029.82 u

Element x y z (Å)
1 Y 0.01748 0.20672 -0.00654
2 C 3.14653 1.83877 -0.65767
3 O 2.52900 0.63987 -0.15048
4 C 3.48804 -0.31838 0.30106
5 C 2.91998 -1.68838 0.02002
6 O 1.58069 -1.79680 0.51625
7 C 1.42406 -2.40514 1.81044
8 C 1.26820 -1.32918 2.85489
9 O 0.16602 -0.49150 2.48805
10 C -1.06184 -0.89791 3.12544
11 H 3.71299 1.60246 -1.56062
12 H 3.81020 2.25926 0.09918
13 H 2.35238 2.53932 -0.89005
14 H 3.69216 -0.15328 1.36272
15 H 4.42766 -0.19783 -0.24375
16 H 3.55010 -2.47190 0.44422
17 H 2.85735 -1.84822 -1.05820
18 H 2.27016 -3.06008 2.02611
19 H 0.52189 -3.01518 1.75298
20 H 2.15718 -0.70053 2.90054
21 H 1.10441 -1.75945 3.84507
22 H -1.23302 -1.96636 2.97657
23 H -1.86886 -0.33271 2.66643
24 H -1.01397 -0.66462 4.18987
25 S -2.69191 0.62201 -0.17661
26 C -2.60240 -1.10271 -0.08769
27 N -1.43968 -1.71786 -0.15620
28 C -1.59622 -3.10456 -0.14083
29 C -0.59091 -4.05666 -0.30908
30 C -0.93178 -5.39580 -0.28148
31 C -2.25547 -5.80089 -0.09455
32 C -3.26599 -4.86919 0.04532
33 C -2.92377 -3.52248 0.01016
34 S -3.97421 -2.13638 0.08768
35 H 0.43221 -3.74396 -0.46919
36 H -0.16238 -6.14462 -0.41227
37 H -2.49460 -6.85487 -0.07097
38 H -4.29398 -5.18018 0.17056
39 N 0.31154 -0.68337 -2.39376
40 C -0.46200 0.23968 -3.25223
41 C 0.09124 0.28637 -4.68586
42 C -0.55853 1.23099 -5.70193
43 C -2.02613 0.96277 -6.02187
44 N -2.86065 1.40370 -4.90684
45 C -4.16352 1.23091 -4.81320
46 N -4.79255 1.58582 -3.68830
47 N -4.85741 0.68054 -5.81371
48 C -0.49977 1.61332 -2.56745
49 O -1.22960 2.49404 -3.01282
50 O 0.23754 1.73111 -1.52025
51 H 1.29950 -0.58001 -2.61672
52 H 0.06372 -1.64505 -2.60396
53 H -1.49315 -0.12459 -3.26176
54 H 0.04503 -0.73568 -5.07615
55 H 1.15424 0.54258 -4.62715
56 H 0.00077 1.13040 -6.63280
57 H -0.45032 2.27083 -5.39034
58 H -2.18840 -0.10389 -6.20904
59 H -2.29839 1.51407 -6.92623
60 H -2.37235 1.93261 -4.16669
61 H -4.26514 1.90336 -2.89035
62 H -5.79442 1.56732 -3.61628
63 H -4.43279 0.54011 -6.71380
64 H -5.85218 0.55225 -5.74706
65 F -2.09864 8.81048 -0.02933
66 C -2.90762 7.74599 -0.15436
67 F -3.98469 7.96673 0.61822
68 F -3.32484 7.69600 -1.42976
69 C -2.20209 6.47864 0.25849
70 C -2.07633 5.41895 -0.61772
71 C -1.43191 4.25772 -0.20567
72 C -0.90959 4.16771 1.07563
73 C -1.04542 5.24584 1.95768
74 C -1.68578 6.39802 1.55028
75 P -0.10383 2.63776 1.64405
76 C -0.89741 2.45153 3.28324
77 C -2.28452 2.30023 3.27163
78 C -2.98428 2.13059 4.45255
79 C -2.29737 2.10662 5.65854
80 C -0.92247 2.28219 5.68587
81 C -0.22401 2.45976 4.49935
82 C -3.04153 1.84038 6.94246
83 F -3.02296 0.51941 7.22679
84 F -4.32631 2.21398 6.85864
85 F -2.48695 2.48146 7.97950
86 C 1.61405 3.15144 1.99748
87 C 2.43049 2.30592 2.74834
88 C 3.76581 2.60520 2.95772
89 C 4.30445 3.75091 2.38824
90 C 3.50635 4.60270 1.63918
91 C 2.16554 4.30562 1.44643
92 C 5.75907 4.09598 2.58914
93 F 6.31768 4.49558 1.43326
94 F 5.90554 5.08980 3.47536
95 F 6.45957 3.03951 3.03630
96 H -2.47243 5.49254 -1.62065
97 H -1.32550 3.44336 -0.90373
98 H -0.65338 5.18164 2.96559
99 H -1.79064 7.23468 2.22839
100 H -2.82662 2.32039 2.33318
101 H -4.06029 2.02246 4.43936
102 H -0.39720 2.29405 6.63143
103 H 0.84538 2.61644 4.54230
104 H 2.00422 1.41829 3.19895
105 H 4.38966 1.95581 3.55745
106 H 3.93126 5.49750 1.20369
107 H 1.55574 4.97351 0.85367

***

Entry 2:
DFT (ωB97M-V with the def2-TZVPD basis set) results for a molecular structure, C40H44N6O2PtS.

Computed properties:
ΔE to the lowest compared entry with this formula, charge and spin: 0.524 eV
HOMO (spin up / spin down): -13.5 / -13.5 eV
Kohn-Sham gap (spin up / spin down): 7.23 / 5.15 eV
charge: +2
molar mass: 867.98 u
2S+1: 5
<S²>: 6.06

Element x y z (Å)
1 Pt 0.09840 0.43618 0.33703
2 N 2.44684 9.53587 -3.86141
3 C 2.18101 8.51268 -3.42357
4 C 1.84814 7.23438 -2.86808
5 C 2.77625 6.19673 -2.90964
6 C 2.45334 4.96705 -2.36458
7 C 1.20412 4.77271 -1.78406
8 C 0.27765 5.80964 -1.74850
9 C 0.59655 7.04158 -2.28922
10 C 0.85623 3.45279 -1.19370
11 C 1.33346 3.22158 0.13661
12 C 2.12493 4.08269 0.88110
13 C 2.40370 3.44728 2.12113
14 C 1.76745 2.23351 2.08847
15 N 1.09308 2.07491 0.89708
16 C 0.15003 2.57069 -1.97281
17 C -0.21791 2.72659 -3.35756
18 C -0.76305 1.54880 -3.76564
19 C -0.73357 0.67868 -2.63631
20 N -0.21939 1.27560 -1.58686
21 H 3.74097 6.35628 -3.36872
22 H 3.16834 4.15761 -2.39801
23 H -0.69478 5.65233 -1.30231
24 H -0.11583 7.85342 -2.26959
25 H 2.45246 5.05786 0.56755
26 H 2.99283 3.84010 2.92837
27 H 1.72225 1.46432 2.84161
28 H -0.04623 3.60935 -3.94646
29 H -1.12354 1.29485 -4.74479
30 H -1.05770 -0.34801 -2.58430
31 C -1.76601 -7.77878 2.78875
32 C -2.06157 -6.41293 2.24402
33 C -3.37651 -6.08028 1.92685
34 C -3.71528 -4.85671 1.35582
35 C -2.72632 -3.93429 1.11576
36 C -1.41099 -4.22866 1.49751
37 N -0.46828 -3.24043 1.23000
38 C 0.51714 -2.80427 2.05199
39 C 0.45938 -3.08754 3.43147
40 C 1.48380 -2.68760 4.25804
41 C 2.58481 -2.01266 3.73258
42 C 2.64097 -1.70366 2.37489
43 C 1.60744 -2.04792 1.52325
44 C 1.75627 -1.71278 0.04412
45 O 2.82451 -1.73449 -0.49432
46 O 0.61390 -1.36652 -0.57480
47 C -1.04057 -5.47565 2.03211
48 C 0.39513 -5.84184 2.26210
49 H -2.68112 -8.35670 2.88329
50 H -1.29673 -7.72508 3.77039
51 H -1.09402 -8.32991 2.13228
52 H -4.15285 -6.81124 2.10480
53 H -4.74203 -4.63943 1.10636
54 H -2.94738 -2.97114 0.67856
55 H -0.49400 -2.77354 0.31048
56 H -0.40788 -3.59871 3.82365
57 H 1.43573 -2.90316 5.31510
58 H 3.40105 -1.72653 4.38065
59 H 3.49941 -1.19553 1.95886
60 H 0.73176 -5.58188 3.26739
61 H 1.05724 -5.34818 1.55118
62 H 0.53386 -6.91277 2.15064
63 C -4.11329 3.60025 5.51881
64 C -4.77118 3.35063 4.17149
65 C -4.31431 4.31718 3.08571
66 C -2.80653 4.30114 2.84440
67 N -2.25513 2.95391 2.67669
68 C -2.37854 2.18664 1.59859
69 S -1.78220 0.54131 1.77002
70 N -2.94045 2.63935 0.49741
71 C -3.14725 1.93870 -0.76839
72 C -4.59228 2.03206 -1.24216
73 C -5.54994 1.03384 -0.59644
74 C -5.80847 1.24595 0.88842
75 H -4.50665 2.92418 6.27337
76 H -4.29448 4.61739 5.86073
77 H -3.03217 3.45487 5.49149
78 H -5.85190 3.44791 4.27321
79 H -4.59649 2.31909 3.85065
80 H -4.57526 5.34003 3.36516
81 H -4.85178 4.10696 2.15840
82 H -2.26952 4.74198 3.68482
83 H -2.53534 4.89935 1.96881
84 H -1.89387 2.48924 3.49816
85 H -3.31553 3.57962 0.53107
86 H -2.85443 0.89556 -0.61821
87 H -2.46845 2.38154 -1.50067
88 H -4.58298 1.86754 -2.32082
89 H -4.95666 3.05428 -1.10242
90 H -5.16698 0.02314 -0.76248
91 H -6.49835 1.08615 -1.13131
92 H -4.91511 1.08566 1.49294
93 H -6.56584 0.55278 1.24854
94 H -6.17534 2.25409 1.08209

***

Entry 3:
DFT (ωB97M-V with the def2-TZVPD basis set) results for a molecular structure, C40H45B2Cl3F4I2N4O3Rh at a distorted geometry.

Computed properties:
HOMO: -5.5 eV
Kohn-Sham gap: 7.44 eV
charge: -1
molar mass: 1190.51 u

Element x y z (Å)
1 Rh -0.92619 -0.19277 0.88528
2 I -3.25518 3.32172 -2.26997
3 C -3.05491 3.22180 -0.20794
4 C -3.65851 4.24125 0.57681
5 C -3.64134 4.20166 1.93149
6 I -4.57928 5.73559 2.99413
7 C -3.02418 3.11607 2.59469
8 C -2.97956 2.90694 3.99381
9 C -2.38391 1.80691 4.50775
10 C -1.76092 0.88061 3.63669
11 N -1.78222 1.06843 2.35516
12 C -2.41060 2.13522 1.79859
13 C -2.41572 2.13882 0.36247
14 O -1.87407 1.13745 -0.29898
15 H -4.16307 5.05645 0.07434
16 H -3.44032 3.63327 4.65207
17 H -2.36648 1.62716 5.57466
18 H -1.22954 0.00561 3.99099
19 F 1.71080 -1.88037 4.19992
20 B 1.47013 -0.59782 3.67426
21 F 0.33885 -0.70683 2.72286
22 F 1.05652 0.29140 4.68894
23 F 2.57753 -0.11045 2.94891
24 C 2.61711 -2.12041 -4.13353
25 C 1.35032 -1.91801 -3.29807
26 C 0.10684 -1.97042 -4.19547
27 C 1.26614 -2.91968 -2.16109
28 C 1.04952 -4.25611 -2.47765
29 C 0.92212 -5.21279 -1.48176
30 C 1.00867 -4.82800 -0.15674
31 C 1.23855 -3.50094 0.20770
32 C 1.32180 -3.15790 1.68079
33 C 0.10864 -3.69760 2.44939
34 C 2.63246 -3.66824 2.28097
35 C 1.37522 -2.55018 -0.80800
36 N 1.67139 -1.16585 -0.49843
37 B 0.87074 -0.00098 -0.14886
38 N 1.71298 1.13643 -0.44679
39 C 2.98114 0.63593 -0.83052
40 C 2.95924 -0.69565 -0.85836
41 C 1.47516 2.54679 -0.66106
42 C 1.57021 3.49537 0.37237
43 C 1.32120 4.83116 0.05305
44 C 1.00760 5.22462 -1.23792
45 C 1.00165 4.28748 -2.25556
46 C 1.26159 2.94805 -1.99242
47 C 1.44517 1.99225 -3.16448
48 C 2.72096 2.35510 -3.93686
49 C 0.24931 1.93366 -4.11229
50 C 1.89705 3.13590 1.81464
51 C 2.87434 4.11690 2.46498
52 C 0.60875 3.07061 2.63371
53 H 2.68775 -1.35688 -4.91702
54 H 2.61037 -3.10396 -4.61921
55 H 3.51492 -2.05568 -3.51380
56 H 1.39416 -0.92623 -2.86464
57 H 0.02706 -2.93293 -4.71564
58 H 0.15306 -1.18354 -4.95476
59 H -0.80534 -1.81589 -3.61241
60 H 0.97773 -4.55291 -3.52175
61 H 0.75123 -6.25361 -1.74034
62 H 0.89834 -5.57213 0.62503
63 H 1.32458 -2.07747 1.77929
64 H 0.09913 -4.79314 2.45262
65 H -0.83439 -3.34498 2.02049
66 H 0.14706 -3.35333 3.48313
67 H 2.66554 -4.76565 2.26624
68 H 2.71535 -3.32704 3.31664
69 H 3.49826 -3.29215 1.72637
70 H 3.80470 1.30397 -1.03438
71 H 3.75582 -1.38215 -1.09893
72 H 1.37151 5.57769 0.83911
73 H 0.79359 6.26699 -1.45521
74 H 0.80655 4.60395 -3.27791
75 H 1.58657 0.99966 -2.76154
76 H 2.61004 3.32584 -4.43498
77 H 2.93517 1.60009 -4.70290
78 H 3.58485 2.41876 -3.26919
79 H 0.00181 2.92346 -4.51647
80 H -0.63646 1.54631 -3.60248
81 H 0.47855 1.27596 -4.95990
82 H 2.35604 2.14912 1.82714
83 H 2.41629 5.09678 2.64139
84 H 3.76998 4.26501 1.85328
85 H 3.18396 3.72040 3.43615
86 H 0.05747 4.01743 2.55205
87 H 0.80559 2.85148 3.68677
88 H -0.01777 2.28619 2.24943
89 C -3.10973 -4.16163 -1.93318
90 C -3.29455 -2.63571 -1.87626
91 C -2.21060 -1.99796 -1.11834
92 N -1.32285 -1.58757 -0.53396
93 H -3.98004 -4.61646 -2.40774
94 H -3.01158 -4.57091 -0.92491
95 H -2.21364 -4.42726 -2.49711
96 H -4.21177 -2.35977 -1.35821
97 H -3.31082 -2.19313 -2.87247
98 Cl -3.56247 -2.77273 4.39205
99 C -4.53145 -2.31581 2.98452
100 Cl -5.71159 -1.07027 3.47931
101 Cl -5.40127 -3.76578 2.39154
102 C -3.67634 -1.71648 1.79661
103 O -4.33290 -1.40505 0.79536
104 O -2.44119 -1.62852 2.01242

***

Entry 4:
DFT (ωB97M-V with the def2-TZVPD basis set) results for a molecular structure, C40H45BClIrN7O2 at a distorted geometry.

Computed properties:
HOMO (spin up / spin down): -9.7 / -10.4 eV
Kohn-Sham gap (spin up / spin down): 7.05 / 5.65 eV
charge: +1
molar mass: 894.33 u
2S+1: 5
<S²>: 6.11

Element x y z (Å)
1 Ir 11.54866 12.62688 12.63015
2 C 7.46827 10.94526 15.41758
3 C 8.57316 10.59828 14.53253
4 C 9.52568 9.53301 14.42194
5 C 10.29267 9.79880 13.28476
6 N 9.97903 11.10555 12.82921
7 N 8.87357 11.51774 13.60142
8 B 8.40853 12.99001 13.41851
9 N 8.64962 13.25820 11.87232
10 N 9.97927 13.35537 11.36464
11 C 9.89594 13.32229 9.96412
12 C 8.55192 13.08722 9.65598
13 C 7.78552 13.14135 10.82694
14 C 6.31941 12.96525 11.03950
15 C 11.00810 13.32499 9.06462
16 C 12.26946 13.43002 9.57185
17 C 13.45373 12.97715 8.83493
18 C 13.17689 12.82150 7.37829
19 C 11.89858 12.96773 6.86625
20 C 10.80889 13.27066 7.67895
21 N 9.34660 13.95738 14.17557
22 N 10.69281 13.92353 13.80215
23 C 11.27180 14.98517 14.46092
24 C 10.41487 15.33247 15.53692
25 C 9.19470 14.77568 15.25921
26 C 7.89092 15.12469 15.96299
27 C 12.56287 15.55692 14.11839
28 C 12.93564 15.89646 12.80700
29 C 14.12006 16.48182 12.53914
30 C 15.10932 16.59910 13.45938
31 C 14.77641 16.49791 14.82333
32 C 13.47848 15.99600 15.13578
33 C 11.14338 8.81654 12.76352
34 C 11.77463 7.92161 13.66412
35 C 12.49820 6.79713 13.24529
36 C 12.60098 6.53444 11.84316
37 C 12.02205 7.46203 10.98905
38 C 11.33749 8.58269 11.40704
39 H 7.04957 10.11506 15.95064
40 H 7.76809 11.66745 16.17306
41 H 6.66902 11.40929 14.84636
42 H 9.52141 8.52875 14.92128
43 H 7.31559 13.16175 13.79198
44 H 8.10561 13.02417 8.67218
45 H 5.80495 12.34523 10.31348
46 H 6.02748 12.60017 12.03168
47 H 5.95324 13.99796 11.00749
48 H 12.42476 13.58481 10.67558
49 H 14.30274 13.64557 8.92484
50 H 13.93804 12.62581 6.61057
51 H 11.73930 12.92725 5.80831
52 H 9.78716 13.21531 7.35296
53 H 10.63478 15.91288 16.41092
54 H 7.98907 16.17288 16.15269
55 H 7.09468 14.91558 15.23725
56 H 7.69554 14.54601 16.82404
57 H 12.22046 15.65491 12.03919
58 H 14.36813 16.81890 11.51668
59 H 16.10965 16.74658 13.05214
60 H 15.50956 16.71857 15.59755
61 H 13.10835 15.80707 16.17260
62 H 11.55423 8.08036 14.73216
63 H 12.88997 6.15346 14.00868
64 H 13.04280 5.61323 11.40817
65 H 12.01022 7.32848 9.89498
66 H 10.97771 9.29255 10.66610
67 Cl 13.36626 10.67765 14.84398
68 C 12.73257 12.27908 14.25972
69 H 13.60025 12.93404 14.25003
70 H 12.16039 12.68889 15.12703
71 O 12.50839 11.41080 11.34073
72 N 13.82624 11.51134 10.94498
73 C 14.00348 11.65402 9.54372
74 C 15.44353 11.64093 9.14720
75 C 16.47044 11.39829 10.02215
76 C 16.20207 11.47985 11.38725
77 C 14.84412 11.40416 11.79918
78 H 13.34191 10.83845 9.05644
79 H 15.69542 12.04312 8.19426
80 H 17.47210 11.24876 9.63748
81 H 16.93487 11.57052 12.19550
82 H 14.54031 11.17797 12.82427
83 C 6.71957 6.07302 9.87149
84 C 7.75397 7.18506 9.85923
85 O 8.91222 6.79605 9.08529
86 C 8.73155 6.86272 7.66256
87 C 10.07808 6.58257 7.01286
88 H 5.91458 6.30451 10.56043
89 H 7.13059 5.17136 10.31267
90 H 6.31157 5.93581 8.88793
91 H 8.13665 7.35294 10.86428
92 H 7.27147 8.06313 9.40341
93 H 8.35044 7.85581 7.37497
94 H 8.01633 6.06403 7.36131
95 H 10.84310 7.06835 7.56546
96 H 10.16038 6.87030 5.95137
97 H 10.24815 5.47477 7.04452

***

| no. | electronic energy (hartree) |
| --- | --- |
| 1 | -4275.36211 |
| 2 | -2546.56413 |
| 3 | -4532.11478 |
| 4 | -2673.95217 |